# C44H37BrGeMnN7O3S

A structure of composition C44H37BrGeMnN7O3S (the ωB97M-V functional and the def2-TZVPD basis, OMol25).

Positions of all 95 atoms, in Å:
1 Mn 0.2297 0.8501 2.3614
2 C 1.8101 0.3879 6.3526
3 C 1.3855 0.0393 4.9476
4 N 1.0732 1.0160 4.0749
5 N 1.2618 2.2234 4.6731
6 C 1.2513 3.4400 4.3220
7 N 1.6983 4.3729 5.1918
8 S 0.7587 4.1995 2.7746
9 C 1.3448 -1.3620 4.6531
10 C 1.8845 -2.3212 5.5411
11 C 1.7689 -3.6678 5.3250
12 C 1.0974 -4.1193 4.1870
13 C 0.6332 -3.1879 3.3035
14 N 0.7808 -1.8649 3.5172
15 H 1.4728 1.3830 6.6040
16 H 2.8976 0.3601 6.4506
17 H 1.3758 -0.3130 7.0624
18 H 1.9936 4.0608 6.1017
19 H 1.4766 5.3457 5.0662
20 H 2.4155 -1.9768 6.4127
21 H 2.1926 -4.3775 6.0201
22 H 0.9440 -5.1677 3.9872
23 H 0.1213 -3.4458 2.3892
24 Br -0.8306 2.3124 -5.8743
25 C -2.1263 2.6213 -4.5292
26 C -3.4474 2.2555 -4.7445
27 C -4.3876 2.4941 -3.7597
28 C -4.0123 3.0815 -2.5495
29 C -2.6764 3.4533 -2.3575
30 C -1.7379 3.2244 -3.3444
31 N -5.0708 3.3712 -1.6571
32 N -4.9494 3.6121 -0.4542
33 C -3.8172 3.4455 0.3533
34 C -3.1623 4.5952 0.7888
35 C -1.9486 4.4798 1.4467
36 C -1.4882 3.2316 1.7968
37 O -0.1761 2.9395 2.2115
38 C -2.2516 2.0694 1.6074
39 N -1.7976 0.9211 2.1631
40 C -2.2786 -0.3311 1.6145
41 C -3.5564 -0.2368 0.8168
42 C -4.0671 0.9383 0.4449
43 C -3.3995 2.1771 0.7905
44 H -3.7316 1.8016 -5.6833
45 H -5.4261 2.2320 -3.9094
46 H -2.3743 3.9599 -1.4540
47 H -0.7110 3.5192 -3.1869
48 H -3.5380 5.5631 0.4915
49 H -1.3588 5.3625 1.6558
50 H -2.3660 -1.0668 2.4231
51 H -4.0238 -1.1720 0.5377
52 H -4.9948 0.9915 -0.1101
53 O -0.3047 0.0567 0.4109
54 C -1.1602 -0.7852 0.6583
55 O 0.3192 -1.0795 2.5816
56 C -1.1331 -2.1658 0.0718
57 C 0.2740 -2.6898 -0.3136
58 Ge 1.2581 -1.7013 -1.7681
59 C 2.6996 -2.9054 -2.3677
60 C 3.0859 -4.0095 -1.6136
61 C 4.0998 -4.8496 -2.0506
62 C 4.7395 -4.5947 -3.2536
63 C 4.3617 -3.4996 -4.0178
64 C 3.3522 -2.6601 -3.5750
65 C 2.1173 0.0460 -1.3817
66 C 2.7481 0.2956 -0.1597
67 C 3.2312 1.5603 0.1410
68 C 3.1315 2.5845 -0.7983
69 C 2.5679 2.3270 -2.0348
70 C 2.0452 1.0672 -2.3145
71 C -0.1620 -1.7032 -3.1388
72 C -1.3241 -0.9465 -2.9989
73 C -2.4279 -1.1936 -3.8021
74 C -2.3731 -2.1705 -4.7842
75 C -1.2182 -2.9214 -4.9429
76 C -0.1312 -2.7025 -4.1109
77 H -1.7459 -2.1354 -0.8365
78 H -1.6182 -2.8388 0.7845
79 H 0.1492 -3.7050 -0.6957
80 H 0.9040 -2.7361 0.5753
81 H 2.5834 -4.2179 -0.6755
82 H 4.3890 -5.7035 -1.4520
83 H 5.5338 -5.2453 -3.5928
84 H 4.8553 -3.3020 -4.9600
85 H 3.0547 -1.8087 -4.1780
86 H 2.9068 -0.5245 0.5397
87 H 3.7477 1.7344 1.0792
88 H 3.5151 3.5703 -0.5708
89 H 2.5435 3.1048 -2.7878
90 H 1.5809 0.8728 -3.2755
91 H -1.3719 -0.1520 -2.2593
92 H -3.3366 -0.6248 -3.6580
93 H -3.2342 -2.3569 -5.4122
94 H -1.1688 -3.6914 -5.7013
95 H 0.7535 -3.3199 -4.2070

Atomic forces in eV per Å
Mn -1.197 -0.384 -1.038
C -0.112 -0.171 -0.004
C -0.042 1.960 -0.486
N -0.030 -0.224 1.433
N 0.485 -0.064 1.339
C -0.500 0.243 -1.064
N 0.005 0.026 -0.079
S 0.193 -0.629 0.102
C -0.032 -1.442 -0.429
C -0.031 0.439 -0.021
C -0.071 -0.295 -0.241
C 0.149 0.303 0.272
C -0.195 -0.411 -0.171
N 0.041 0.815 0.319
H 0.025 -0.049 0.011
H 0.011 0.019 0.002
H 0.054 -0.050 -0.023
H 0.093 0.021 -0.012
H -0.093 -0.014 0.045
H -0.045 0.032 0.016
H 0.019 0.047 0.071
H 0.022 -0.043 -0.045
H 0.007 0.154 -0.019
Br -0.073 -0.036 0.077
C 0.002 -0.046 -0.022
C 0.139 -0.066 -0.124
C -0.002 0.070 0.302
C 0.881 -0.290 -0.144
C -0.230 0.021 0.090
C 0.035 -0.035 -0.043
N -0.442 0.381 0.027
N -1.152 -0.282 0.204
C 1.092 -0.108 0.254
C -0.183 0.019 -0.280
C 0.386 -0.125 0.221
C -0.916 0.002 -0.506
O 0.909 -0.065 0.298
C 0.192 0.166 0.031
N 0.292 -0.095 0.591
C 0.509 0.216 -0.152
C -0.097 0.010 0.074
C 0.032 -0.218 -0.019
C -0.025 0.412 -0.010
H -0.029 -0.019 0.003
H -0.039 0.045 -0.017
H 0.044 -0.052 -0.027
H 0.064 0.009 -0.049
H -0.003 0.040 0.019
H -0.041 0.062 -0.031
H -0.103 -0.112 -0.135
H -0.127 0.003 0.030
H -0.004 -0.080 -0.057
O 0.469 -0.237 -0.350
C -0.177 -0.045 -0.008
O 0.145 -0.347 -0.176
C 0.548 0.149 -0.366
C -0.031 0.730 0.153
Ge -0.062 -0.282 -0.175
C -0.327 0.156 0.151
C -0.084 0.079 -0.013
C 0.053 -0.055 0.041
C 0.006 -0.003 0.041
C 0.045 0.021 -0.057
C -0.074 0.050 0.064
C -0.538 -0.482 0.227
C 0.041 -0.161 -0.029
C 0.146 -0.078 0.003
C -0.020 -0.019 0.073
C -0.019 0.040 -0.049
C -0.063 -0.010 -0.137
C 0.365 0.031 0.201
C 0.076 0.175 -0.035
C -0.066 0.120 -0.015
C -0.006 -0.077 0.018
C -0.049 -0.038 -0.038
C 0.102 0.064 0.049
H -0.176 -0.103 0.120
H -0.148 0.000 -0.060
H 0.119 0.013 -0.068
H 0.065 -0.037 0.024
H 0.037 -0.072 0.020
H 0.019 -0.023 0.000
H 0.004 -0.026 -0.026
H 0.012 0.009 -0.016
H 0.064 0.005 -0.049
H -0.137 0.133 0.047
H -0.055 0.026 0.006
H 0.043 0.001 -0.002
H -0.076 0.001 0.004
H -0.040 0.119 -0.026
H -0.042 0.003 0.017
H -0.013 0.094 -0.020
H -0.006 0.006 -0.021
H -0.009 -0.011 -0.021
H -0.010 -0.031 -0.086

Multiplicity: 2
LUMO (alpha / beta), eV: -4.41 / -4.36
Expectation value of S²: 0.897
HOMO level (alpha / beta), hartree: -0.339 / -0.338
Frontier orbital gap (alpha / beta), eV: 4.81 / 4.83
Net charge: +1

Löwdin population analysis, charges in e, atoms 1 to 2: number 1, Mn, carries 0.8007; number 2, C, carries -0.0156